Molecular formula: C5H18NO2
Method: DFT, ωB97M-V/def2-TZVPD

The geometry in XYZ format:
```
26
C5H18NO2 ωB97M-V/def2-TZVPD
C 1.90247 1.26553 -0.37062
C 1.45046 -0.05690 0.28226
C 0.31103 -0.74244 -0.43321
C -0.06141 -2.17798 0.02144
C -0.57350 -3.07567 -1.07970
N 1.11049 0.09062 1.76764
H 2.08592 1.89738 0.50322
H 2.81638 1.27411 -0.94528
H 1.13322 1.67914 -0.99950
H 2.28898 -0.77856 0.26032
H 0.61179 -0.75444 -1.51171
H -0.60214 -0.08320 -0.42036
H -0.91664 -1.92452 0.69960
H 0.70722 -2.70710 0.58684
H -0.89158 -4.06849 -0.81507
H 0.27100 -3.25496 -1.79031
H -1.41946 -2.68940 -1.63171
H 1.95658 -0.10783 2.29716
H 0.71775 1.00043 2.19791
H 0.43151 -0.58903 2.08990
H -1.62472 2.11487 2.91899
H -1.69785 0.56520 2.75573
O -1.11358 1.33059 2.68539
H -2.59286 3.40155 -2.84831
H -1.70522 2.47068 -3.77522
O -2.31360 2.49811 -3.02317
```

Computed properties:
- LUMO (Ha) = -0.11552
- total energy (eV) = -11055.588
- total charge = +1
- energy above the lowest of the compared OMol25 structures with the same formula, charge and spin (eV) = 0.992
- frontier orbital gap (eV) = 10.74